Computed, not measured: C35H35BGeMnN8O3S2 as an isolated structure, with ωB97M-V/def2-TZVPD.

Each line ends with the Mulliken charge.
Positions of all 86 atoms, in Å:
Mn -0.24131 -0.28105 -0.14642  -0.8653
C 0.01761 -4.09944 -0.52138  -1.1232
C 0.42061 -3.05247 -1.52070  0.8718
C 0.86929 -3.34392 -2.80286  -1.7391
C 1.31739 -2.14711 -3.32921  -0.2769
N 1.12114 -1.19248 -2.42611  1.2696
N 0.54888 -1.71480 -1.30936  0.2180
B 1.81892 0.20306 -2.34557  0.3585
N 2.45104 0.27609 -0.90136  0.8382
C 3.67532 0.66220 -0.52807  -0.0158
C 3.72202 0.75393 0.84809  -1.6596
C 2.44535 0.41313 1.28449  0.6945
C 1.93843 0.40008 2.69450  -1.7461
N 1.69404 0.12168 0.21491  0.0059
N 0.75556 1.31475 -2.37252  0.6415
C 0.66823 2.46491 -3.06078  -0.2689
C -0.10352 3.34619 -2.33781  -1.5977
C -0.45880 2.67460 -1.17142  0.8507
C -1.13987 3.28208 0.02200  -1.4783
N 0.06276 1.43411 -1.20904  0.1669
N 2.87051 0.29367 -3.39880  0.1410
C 4.01000 -0.45499 -3.47407  -0.2376
C 4.53634 -0.27805 -4.71730  -1.2530
C 3.63558 0.60056 -5.37606  0.6403
C 3.72583 1.13184 -6.77680  -1.2342
N 2.63010 0.93130 -4.59285  -1.0544
H -1.06163 -4.23573 -0.46383  -0.0996
H 0.41341 -3.90476 0.46957  0.2277
H 0.42896 -5.05081 -0.85108  0.5980
H 0.91295 -4.32236 -3.25998  0.5875
H 1.80292 -1.92214 -4.27283  0.5516
H 4.43564 0.87212 -1.26664  0.6851
H 4.56355 1.04490 1.45982  0.4991
H 2.57971 1.02133 3.31592  0.4388
H 1.95890 -0.60575 3.11957  0.2638
H 0.92616 0.79723 2.76969  0.3473
H 1.19272 2.56032 -3.99636  0.6535
H -0.36111 4.36380 -2.59460  0.5433
H -2.21387 3.39252 -0.12685  0.2788
H -0.72309 4.27552 0.16974  0.5290
H -0.97360 2.70902 0.92984  0.1756
H 4.35157 -1.06373 -2.64403  0.6276
H 5.45020 -0.70231 -5.11227  0.4479
H 4.64848 1.69560 -6.91929  0.3182
H 2.88332 1.78619 -6.99376  0.3353
H 3.72783 0.31661 -7.50161  0.2897
O -2.01350 0.73804 0.69531  -0.3062
S -2.81424 0.56472 -0.54552  0.6649
O -3.38013 1.71101 -1.16134  -0.5777
O -1.99331 -0.32601 -1.40594  -0.4078
S -0.39125 -1.60416 1.90506  0.0534
C -1.33069 -1.69750 0.68485  0.7030
Ge -3.19397 -2.34474 0.24670  2.4957
C -3.74721 -3.26358 1.81683  -0.0413
C -2.90057 -4.30595 2.21439  -0.2283
C -3.22316 -5.08272 3.31979  -0.8301
C -4.39255 -4.82825 4.02695  -0.6077
C -5.24310 -3.80601 3.62717  -0.7498
C -4.92454 -3.02471 2.52149  -0.3260
C -3.37261 -3.35007 -1.33312  0.2825
C -2.79395 -3.03730 -2.56576  0.0897
C -2.96596 -3.91337 -3.62767  -0.9354
C -3.70489 -5.08228 -3.46729  -0.7467
C -4.28424 -5.38750 -2.24203  -0.7206
C -4.12226 -4.52231 -1.16884  -0.7834
C -4.24637 -0.47280 0.01294  1.0823
C -4.72738 0.04491 1.27144  -0.4827
C -6.05799 0.29882 1.43813  -0.7955
C -6.93858 0.05902 0.37547  -0.4322
C -6.51027 -0.45136 -0.86284  -0.9729
C -5.18617 -0.69177 -1.06108  -0.5712
H -1.98827 -4.52790 1.66654  0.2280
H -2.56558 -5.88818 3.62505  0.4574
H -4.64510 -5.43462 4.88865  0.4130
H -6.16177 -3.61987 4.17241  0.4491
H -5.60926 -2.24730 2.21770  0.2283
H -2.22402 -2.12924 -2.70927  0.5317
H -2.52091 -3.67999 -4.58717  0.5255
H -3.83445 -5.75689 -4.30554  0.4340
H -4.85981 -6.29760 -2.11940  0.4570
H -4.57330 -4.76676 -0.21099  0.3871
H -4.02027 0.26037 2.06343  0.4928
H -6.42427 0.69756 2.37580  0.5424
H -7.99007 0.28428 0.50901  0.4756
H -7.22006 -0.61577 -1.66221  0.5324
H -4.82436 -1.04316 -2.02310  0.5447

Its multiplicity is 2. The net charge is +2. The expectation value of S² is 0.969. For the electronic energy, the calculation gives -165095.402 eV.

=====

Computed, not measured: a 11-piece molecular cluster, C40H98N4O18 overall, with ωB97M-V/def2-TZVPD.

Each line ends with the Mulliken charge.
Positions of all 160 atoms, in Å:
C -12.22737 3.15948 29.63921  0.0322
N -11.69330 3.64264 30.89118  0.0709
C -10.41607 4.09408 31.00693  0.7703
C -10.04847 4.66712 32.35636  -1.3315
O -9.63934 4.12371 30.07872  -0.6089
H -13.23671 3.53368 29.48127  -0.4390
H -12.33421 2.06714 29.68364  0.2145
H -11.62888 3.36232 28.76007  0.2910
H -12.28368 3.67534 31.69969  0.2240
H -9.17970 5.30489 32.24666  0.3550
H -9.91702 3.90369 33.12547  0.3778
H -10.85674 5.29012 32.76034  0.2758
C -21.22572 6.32174 26.49034  -0.9672
N -20.05067 6.62547 27.30483  -0.0642
C -19.42385 7.82439 27.27855  0.7123
C -18.34925 7.96271 28.34379  -0.5635
O -19.73647 8.74118 26.54337  -0.6921
H -21.33659 7.13533 25.77636  0.3596
H -22.11188 6.22751 27.11232  0.3125
H -21.00574 5.42917 25.89923  0.2719
H -19.76046 5.89882 27.94301  0.1755
H -18.65333 7.57760 29.31331  0.3937
H -18.11882 9.02104 28.42844  0.3060
H -17.48239 7.40360 27.99342  -0.2506
C -18.26556 2.82142 26.68326  -0.0962
N -17.10814 3.05545 27.49531  0.9007
C -17.04298 4.00288 28.43697  0.3056
C -15.67207 4.16898 29.05310  0.7928
O -17.98759 4.70140 28.79554  -0.7856
H -17.94614 2.59914 25.66551  -0.4695
H -18.90383 3.69909 26.69758  -0.0639
H -18.81619 1.95501 27.06111  0.4627
H -16.26189 2.53021 27.30849  -0.3413
H -14.93228 4.63656 28.40178  -0.3277
H -15.35138 3.19269 29.42145  -0.5723
H -15.73766 4.80382 29.93811  0.1294
C -12.71007 -0.56346 27.41255  -0.6348
N -13.84314 -0.58560 26.53249  -0.1582
C -14.80779 0.35384 26.52371  0.5269
C -15.93410 0.17054 25.54111  -0.4537
O -14.75829 1.36455 27.21490  -0.6557
H -12.80577 -1.37649 28.14001  0.3573
H -12.69060 0.36390 27.97517  -0.0791
H -11.73719 -0.68428 26.93651  0.3113
H -14.02695 -1.42467 26.01065  0.2464
H -15.57344 -0.38764 24.67980  0.4756
H -16.27421 1.15741 25.23585  -0.6072
H -16.80932 -0.29980 25.99338  0.3412
C -23.09293 -3.25030 25.37526  -0.4328
O -23.03821 -1.89317 24.97674  -0.2002
C -24.07163 -1.11525 25.53879  -0.7396
C -23.67851 0.33204 25.53465  -0.3964
O -22.79924 0.56848 26.60416  -0.3643
C -22.20170 1.82389 26.55482  -0.7450
H -22.07984 -3.63195 25.22288  -0.0895
H -23.79104 -3.82313 24.76101  0.3004
H -23.27809 -3.35862 26.44683  0.3645
H -24.34664 -1.42660 26.55606  0.3523
H -25.00693 -1.26280 24.97345  0.3079
H -24.54667 1.00385 25.52974  0.4787
H -23.12213 0.56053 24.60979  0.2791
H -21.42520 1.90817 27.30919  0.2690
H -22.90223 2.66655 26.63342  0.4211
H -21.72665 1.96693 25.56578  0.2498
C -17.36846 -5.62598 24.21915  -0.7962
O -17.73130 -4.28456 24.38886  -0.2163
C -19.05187 -4.08773 23.99735  -0.6425
C -19.44130 -2.63434 24.05407  -0.2965
O -19.25596 -2.15401 25.37602  -0.3487
C -19.79735 -0.86283 25.54140  -0.2640
H -16.33064 -5.76352 24.50264  0.2293
H -17.52102 -5.95934 23.18354  0.3197
H -18.00546 -6.27623 24.83750  0.3200
H -19.71797 -4.62358 24.69016  0.2699
H -19.25897 -4.44261 22.97651  0.3817
H -20.52317 -2.56502 23.84287  0.2638
H -18.93199 -1.99497 23.31642  0.2374
H -19.18180 -0.16623 24.96143  0.0226
H -19.88439 -0.58883 26.58681  0.3010
H -20.80093 -0.83272 25.09573  0.2095
C -14.75415 7.53583 27.65375  -0.5382
O -13.53383 6.81580 27.56293  0.3905
C -12.69926 6.98073 28.69941  -0.1837
C -11.25739 6.64245 28.31584  -0.1956
O -10.57842 7.68971 27.65192  -0.4888
C -11.18537 8.12901 26.45656  -0.3379
H -14.56031 8.61478 27.62219  0.3966
H -15.29459 7.23962 28.56218  0.3659
H -15.38463 7.28646 26.79986  -0.5421
H -13.06841 6.29856 29.47449  0.0442
H -12.57363 8.03931 28.98122  0.3788
H -11.25223 5.80786 27.59772  0.1620
H -10.69997 6.41401 29.22047  0.1935
H -12.05264 8.75285 26.69063  0.1426
H -11.49391 7.28116 25.83801  -0.0894
H -10.44453 8.71785 25.92161  0.3294
C -14.72174 6.72884 32.79426  -0.6077
O -15.12962 7.68592 33.72544  -0.3796
C -15.65227 7.07030 34.90176  -0.3395
C -16.47375 8.09459 35.64601  -0.6793
O -17.66912 8.42944 35.00025  -0.3600
C -18.58742 7.37091 34.90218  -0.6757
H -14.22396 7.13347 31.91826  0.2441
H -15.48752 6.01594 32.44569  0.2580
H -14.02154 6.06525 33.34260  0.3145
H -14.75322 6.81750 35.48374  0.3425
H -16.22786 6.18496 34.62003  0.3312
H -15.88412 9.00913 35.71616  0.3224
H -16.67005 7.75438 36.67357  0.4242
H -19.57336 7.81864 34.81619  0.2450
H -18.54899 6.78243 35.82705  0.3518
H -18.38420 6.74523 34.03110  0.1986
C -16.04626 1.30107 21.65110  -0.9569
O -16.56632 2.08696 22.70396  0.1240
C -17.90228 2.49545 22.48267  -0.4068
C -18.04775 3.80477 21.76316  -0.2395
O -17.44459 3.74162 20.50129  -0.3648
C -17.09578 5.00848 20.01141  -0.7687
H -15.95969 1.89691 20.74049  0.3018
H -16.71929 0.47008 21.40905  0.3095
H -15.07291 0.93554 21.96463  0.2531
H -18.36376 2.51031 23.47663  -0.0605
H -18.50608 1.69975 22.01667  0.5582
H -17.65180 4.62454 22.37257  0.1088
H -19.13028 3.98353 21.65172  0.3931
H -16.26310 5.49284 20.54695  0.2648
H -17.92713 5.72850 20.03258  0.3334
H -16.75792 4.92344 18.97810  0.2894
C -11.75548 -3.02684 30.62626  -0.8524
O -12.41871 -1.81378 30.81083  -0.1601
C -12.88796 -1.64758 32.12706  -0.6914
C -13.70543 -0.38454 32.16913  -0.1665
O -14.74639 -0.45957 31.22878  -0.3163
C -15.34283 0.78616 31.01412  -0.3269
H -12.40701 -3.90774 30.72615  0.3542
H -10.92702 -3.10846 31.33721  0.3408
H -11.42032 -3.06604 29.59073  0.2126
H -12.04232 -1.59789 32.82525  0.3947
H -13.54145 -2.48258 32.42124  0.3456
H -13.05365 0.48375 31.99267  0.0738
H -14.16112 -0.24370 33.16227  0.3334
H -15.87782 0.74801 30.06298  0.1658
H -14.63711 1.61913 30.91778  -0.0507
H -16.08071 0.99426 31.79995  0.3361
C -16.56321 6.30039 25.15620  -0.4219
O -15.40946 5.51125 25.32705  0.0240
C -15.16690 4.68257 24.19890  0.1837
C -13.93606 3.81145 24.31837  -0.0364
O -12.73278 4.50112 24.23788  -0.6062
C -12.41370 5.25233 25.40309  -0.4894
H -16.51731 6.90163 24.23560  0.3618
H -16.64049 6.99041 25.99425  0.0664
H -17.47175 5.68279 25.13154  0.0882
H -15.03429 5.35687 23.32714  0.2478
H -16.07181 4.11839 23.94030  -0.3741
H -13.98564 3.15346 23.45098  0.1039
H -14.03215 3.23386 25.25115  0.0812
H -13.13533 6.05462 25.56740  0.2380
H -11.44941 5.73628 25.24906  0.3859
H -12.35152 4.59314 26.27602  0.1204

The energy above the lowest of the compared OMol25 structures with the same formula, charge and spin is 0.0 kJ/mol. The net charge is 0. The SMILES is CNC(C)=O.CNC(C)=O.CNC(C)=O.CNC(C)=O.COCCOC.COCCOC.COCCOC.COCCOC.COCCOC.COCCOC.COCCOC.